# 1
Below is the molecule C5H13NS in a non-equilibrium geometry, with properties calculated with ωB97M-V/def2-TZVPD.

Each line ends with the Löwdin charge.
Positions of all 20 atoms, in Å:
C1 2.084 -1.717 -0.449  -0.0660
C2 1.272 -0.816 0.514  -0.2705
N1 0.894 0.609 0.271  -0.1170
C3 -0.115 1.138 1.094  -0.2883
C4 -1.332 1.578 0.211  -0.2145
C5 -1.470 0.637 -1.040  -0.4720
S1 -1.883 -1.179 -0.533  0.6455
H1 3.031 -1.832 -0.117  0.0263
H2 2.091 -1.382 -1.426  0.0490
H3 1.632 -2.672 -0.553  0.0630
H4 0.290 -1.371 0.620  0.0307
H5 1.678 -0.778 1.596  0.1275
H6 1.818 1.083 0.342  0.1283
H7 -0.465 0.399 1.883  0.1319
H8 0.219 1.900 1.650  0.0641
H9 -1.159 2.644 0.094  0.0994
H10 -2.277 1.507 0.737  0.0885
H11 -0.966 0.843 -2.033  0.0955
H12 -2.455 0.792 -1.333  -0.0127
H13 -2.887 -1.383 -1.526  -0.1089

Results
DFT total energy: -17718.7458 eV
energy above the lowest of the compared OMol25 structures with the same formula, charge and spin: 57.8 kcal per mole
HOMO-LUMO gap: 9.3 eV
E_LUMO: 0.817 eV
structure (SMILES): CCNCCCS


# 2
Below is a cluster of 2 separate species, C5H13NS in total in a non-equilibrium geometry, with properties calculated with ωB97M-V/def2-TZVPD.

Each line ends with the Löwdin charge.
Positions of all 20 atoms, in Å:
C1 2.008 1.183 2.180  -0.1522
N1 0.865 0.688 1.433  -0.0754
C2 1.203 -0.154 0.239  -0.4157
C3 -0.147 -0.536 -0.425  -0.3476
C4 -0.950 0.609 -0.942  -0.6439
S1 -2.540 -0.013 -1.692  0.5390
C5 1.884 -1.522 0.533  -0.0671
H1 2.570 0.578 2.826  0.0457
H2 2.815 1.555 1.507  0.0900
H3 1.760 2.064 2.806  0.0798
H4 0.458 -0.036 2.043  0.1034
H5 1.760 0.436 -0.456  0.1231
H6 0.019 -1.287 -1.259  0.1235
H7 -0.695 -1.031 0.478  0.0952
H8 -1.204 1.368 -0.187  0.0681
H9 -0.351 0.970 -1.792  0.0748
H10 -2.622 -1.141 -0.051  0.1248
H11 2.933 -1.429 0.945  0.0887
H12 1.264 -1.931 1.301  0.0550
H13 1.852 -2.255 -0.322  0.0908

Results
DFT total energy: -17718.0479 eV
energy above the lowest of the compared OMol25 structures with the same formula, charge and spin: 73.9 kcal per mole
HOMO-LUMO gap: 8.3 eV
E_LUMO: -0.583 eV


# 3
Below is the molecule C5H13NS in a non-equilibrium geometry, with properties calculated with ωB97M-V/def2-TZVPD.

Each line ends with the Löwdin charge.
Positions of all 20 atoms, in Å:
C1 0.638 -3.031 -1.382  -0.1033
C2 0.076 -2.485 -0.113  -0.2972
N1 0.352 -1.074 0.315  -0.0945
C3 -0.687 -0.349 0.994  -0.3546
C4 -0.396 0.916 1.661  -0.2231
C5 0.620 1.800 0.690  -0.4841
S1 -0.212 2.138 -0.973  0.6320
H1 1.660 -3.241 -1.350  0.0447
H2 0.764 -2.133 -2.149  0.1177
H3 -0.105 -3.726 -1.657  0.0586
H4 -1.007 -2.516 -0.194  0.0922
H5 0.373 -3.221 0.719  0.1312
H6 0.669 -0.577 -0.536  0.0748
H7 -1.605 -0.390 0.405  0.1086
H8 -0.928 -0.999 1.837  0.1184
H9 0.004 0.917 2.595  0.0670
H10 -1.360 1.502 1.459  0.1152
H11 1.562 1.146 0.695  0.0893
H12 0.843 2.776 1.185  0.0545
H13 -1.453 2.661 -0.752  -0.1471

Results
DFT total energy: -17718.9176 eV
energy above the lowest of the compared OMol25 structures with the same formula, charge and spin: 53.8 kcal per mole
HOMO-LUMO gap: 9.4 eV
E_LUMO: 0.837 eV
structure (SMILES): CCNCCCS


What is the formula in the second record? C5H13NS